1.
Below is 2 unconnected molecules or ions with the total composition C25H40BF2O8Si in a non-equilibrium geometry, with properties calculated with the ωB97M-V functional and the def2-TZVPD basis.

Positions of all 77 atoms, in Å:
H1 3.1075 -1.3920 4.3795
H2 3.6424 1.1363 -4.4639
C1 -0.0306 -3.2018 -3.4169
H3 5.4512 2.0610 -6.8143
F1 0.4688 7.5401 3.3911
C2 -1.5975 -3.2146 -1.3954
C3 -0.4013 -1.8558 3.8802
C4 5.8732 3.9862 -5.4849
H4 -1.2956 -2.2045 -0.9969
H5 1.9552 -0.2337 -4.1933
H6 -3.4992 -4.4018 2.2990
H7 -1.1063 -2.6794 3.6342
O1 5.6088 5.0874 -5.1012
C5 3.9401 1.1325 -5.5464
C6 -0.9088 -0.5078 4.1333
C7 0.3341 4.3021 3.0677
H8 1.0102 -3.4201 -3.7694
C8 0.1016 0.5262 4.4543
C9 -3.8435 -0.8919 2.8930
C10 -0.2849 -3.8661 -1.9842
H9 -1.6241 -2.6735 1.5045
H10 -1.2658 -1.3032 -3.2721
H11 -3.8225 2.2747 3.7310
C11 2.0226 -1.1611 4.2926
H12 -3.5231 -0.6131 1.8580
H13 -2.8981 -2.0266 0.4137
H14 -3.2990 -2.7712 3.9904
O2 -0.0662 3.3230 2.4877
H15 0.4147 -1.1906 -2.5900
H16 6.1576 0.9184 -5.5669
H17 -4.7019 -3.5126 1.3075
C12 1.0291 -2.1901 3.9435
O3 0.1805 -1.1352 -4.7252
O4 -0.0361 3.7053 5.3746
C13 -2.7741 1.8808 3.6770
H18 -3.1746 -4.4863 -0.5038
C14 -2.5637 -2.9582 0.9590
F2 2.5904 6.6116 3.4921
H19 6.4295 3.9122 -6.4698
H20 -4.8801 -0.4554 3.0228
H21 1.7202 -0.0387 -6.6117
C15 -3.4157 -0.3440 5.8832
H22 -4.5269 -0.1994 5.8558
H23 -3.2515 -1.4432 6.0852
C16 1.5145 0.1921 4.5222
C17 0.3498 4.4987 4.5471
C18 1.0809 0.6788 -6.0326
C19 -0.2014 -1.6445 -3.4192
H24 -5.0288 -2.6469 3.5126
O5 0.8556 5.6857 4.8257
C20 -2.2092 -4.0180 -0.1569
Si1 -2.7311 0.0397 4.1325
O6 0.8319 5.3767 2.4789
H25 0.5902 -3.5567 -1.3402
H26 -0.8076 -3.6381 -4.0980
C21 -3.9747 -2.4490 3.1588
H27 2.2482 0.9988 4.7650
H28 -2.9182 0.2956 6.6535
C22 2.9653 2.0770 -6.3853
H29 3.3027 3.1256 -6.1453
H30 -0.1832 1.6039 4.6629
H31 -0.3196 -4.9812 -2.0483
O7 5.5214 2.8301 -4.8179
H32 0.0387 0.6336 -6.4629
H33 1.4125 -3.2234 3.7486
C23 5.3938 1.7190 -5.7402
H34 -2.3437 -3.1315 -2.2241
B1 1.2035 6.3414 3.5411
H35 3.8758 0.0939 -5.9751
C24 0.9330 0.0738 -4.5670
H36 -2.1227 2.4887 4.3544
O8 1.5953 2.0096 -5.9724
H37 3.0591 1.8621 -7.4860
H38 -2.3664 2.0052 2.6331
H39 0.4707 0.8308 -3.8826
H40 -1.5295 -4.8246 0.2155
C25 -3.7538 -3.3729 1.8974

Cartesian forces (eV/Å) of the 2 atoms listed first:
-1.043 0.190 -0.147
0.408 0.013 -1.057

HOMO, eV: -6.57
Frontier orbital gap, eV: 8.61
Energy, eV: -56948.9180
LUMO energy, eV: 2.0
Total charge: -1

2.
Below is a molecular structure, C25H40Br2F3N2O21PS8Si in a non-equilibrium geometry, with properties calculated with the ωB97M-V functional and the def2-TZVPD basis.

Positions of all 103 atoms, in Å:
S1 -2.5243 -4.8665 -2.8823
C1 -1.7250 -2.7004 -1.3285
H1 -1.2420 -1.0838 -2.6400
O1 -4.3016 -8.3375 -2.8616
C2 2.8785 -2.4904 -0.3676
H2 -2.7757 7.2497 4.8827
C3 6.5216 4.3242 5.5308
O2 0.4298 4.5885 -3.7647
C4 1.3184 5.0543 -5.8610
C5 -0.7660 -0.7522 -0.0943
H3 0.4180 5.0106 -6.4761
C6 2.0393 4.5213 1.5910
H4 7.4494 4.0783 5.0237
H5 5.6274 4.9563 3.6628
O3 1.6679 1.2274 1.6181
H6 -4.8590 -5.8801 0.7241
H7 2.3984 -2.4286 0.6080
H8 -2.3500 8.4671 2.0914
O4 -3.9462 -9.6313 -4.8418
S2 2.4699 2.1717 2.3089
C7 -2.2548 1.3726 0.0303
H9 2.6952 -6.2047 -0.4819
O5 1.5233 3.0023 3.2766
O6 3.6396 1.7604 3.0030
C8 -2.3067 8.5177 3.1804
H10 -4.5421 -9.9728 -1.6311
O7 5.2191 7.5826 5.6963
O8 4.4128 5.2797 5.2998
N1 -3.2067 -4.2676 2.1774
S3 -0.0866 7.5217 3.6696
H11 -3.3301 6.5930 3.3207
O9 1.9160 2.6565 -3.3630
C9 1.7214 4.4149 3.0666
C10 -2.9632 -4.5272 -0.2508
C11 -1.2990 0.4235 0.7289
O10 0.6403 7.3424 2.4601
C12 5.3444 4.4499 4.5881
Si1 2.1987 -3.9379 -1.3419
F1 -3.9204 -0.1946 0.6391
H12 1.0041 -5.7827 -0.1496
C13 2.0217 -5.4006 -0.1895
H13 0.8230 4.9498 3.3380
H14 -1.6176 -2.5629 -3.4699
F2 -4.6071 1.7326 -0.0689
H15 6.3299 3.6005 6.3248
C14 -2.7796 -3.8580 0.9804
H16 -4.4615 -11.4198 -3.9451
H17 0.3577 6.5000 -4.5366
S4 0.9644 3.1722 -4.2766
H18 -2.0606 -6.0477 -2.4548
C15 -1.5569 -2.0297 -0.1626
H19 1.9637 5.9511 -3.9910
C16 1.0431 5.6585 -4.4983
C17 3.4161 -4.3818 -2.6876
H20 -5.8324 -9.7225 -2.8396
H21 2.3119 -5.1027 0.8183
O11 -1.2966 6.4814 3.6641
H22 4.8808 3.4943 4.3541
C18 -1.1203 -2.1648 -2.5961
H23 0.2132 -1.0057 0.3189
H24 3.9328 -2.7029 -0.1838
H25 -2.9551 -10.6691 -3.3562
O12 0.5706 7.4874 4.9218
H26 1.1421 4.4541 0.9741
O13 1.7420 3.7168 -5.5593
H27 2.1114 5.5628 -6.4007
O14 -0.9630 8.8449 3.5764
H28 -0.5746 -0.3897 -1.0994
H29 4.3504 -4.6450 -2.1901
N2 -1.9580 -2.1512 2.2695
C19 -2.4260 -3.9741 -1.3611
H30 -0.4357 1.0354 0.9724
O15 -0.1548 2.4003 -4.6798
C20 -2.5526 7.1644 3.8186
O16 0.6806 -3.6509 -1.9441
F3 -2.4858 2.4234 0.8917
C21 -3.9793 -10.4832 -3.6819
S5 -3.9733 -8.0990 -4.4035
H31 3.0678 -5.2358 -3.2634
H32 -1.7554 0.1205 1.6632
H33 3.6332 -3.5482 -3.3542
H34 0.9234 -1.6126 -2.2480
H35 2.5507 4.7524 3.6891
H36 2.8145 -1.5297 -0.8732
P1 -3.8453 -6.0826 -0.2163
O17 -2.6644 -7.5656 -4.4871
C22 -2.0736 -2.6250 1.0232
O18 6.6317 5.6338 6.1108
H37 -2.9786 9.2894 3.5427
C23 -3.6813 0.7807 -0.2609
S6 -2.7402 -7.6606 0.1697
O19 2.8627 3.3634 1.3323
C24 0.3840 -2.4685 -2.6617
C25 -4.7573 -9.6826 -2.6553
Br1 -3.9826 0.0526 -2.0218
O20 4.7043 6.0858 7.5904
H38 2.5903 5.4219 1.3416
S7 -2.7056 -3.1748 3.2317
S8 5.1842 6.2890 6.2728
H39 0.6936 -2.5779 -3.7023
Br2 -1.4268 2.1514 -1.5378
H40 -4.4667 -6.1731 -1.4608
O21 -5.0705 -7.4663 -5.0388

Cartesian forces (eV/Å) of the 2 atoms listed first:
0.054 0.132 -0.678
-0.313 -0.370 -0.534

HOMO, eV: -8.30
Frontier orbital gap, eV: 7.73
Energy, eV: -324635.2973
LUMO energy, eV: -0.6
Total charge: 0
Energy above the lowest of the compared OMol25 structures with the same formula, charge and spin, eV: 0.0000

3.
Below is 3 unconnected molecules or ions with the total composition C25H40Cl4N5O3 in a non-equilibrium geometry, with properties calculated with the ωB97M-V functional and the def2-TZVPD basis.

Positions of all 77 atoms, in Å:
H1 -5.3383 1.1583 -0.6507
H2 -1.7166 -4.0658 0.3135
H3 1.3018 3.7606 -0.5035
H4 -3.1192 -3.6421 -0.7708
C1 3.6710 -2.8206 -0.1502
C2 1.8191 0.7511 0.7727
C3 -2.1451 -3.3287 -0.3784
H5 -0.9349 -2.0692 -1.6359
C4 4.7992 -0.4550 3.2626
H6 3.4688 -2.1401 -0.9887
H7 2.5196 -4.5599 -0.6421
C5 3.3765 -0.7666 1.3329
C6 5.4183 -1.6195 3.0259
O1 5.6960 -3.5928 1.6775
N1 2.2344 3.6499 -0.1206
Cl1 -7.7725 1.5826 -0.9635
C7 -2.3680 -2.0389 0.4380
H8 6.2696 -3.4960 0.9109
H9 0.6916 -4.0193 -2.3088
H10 0.4977 2.8229 1.7234
H11 -3.4767 0.1060 1.4638
C8 2.2990 4.0079 1.3139
Cl2 -0.6809 4.6279 -2.6434
N2 2.3699 -0.3950 0.4932
H12 -3.0834 -2.2928 1.2366
N3 3.1607 1.2267 2.7318
H13 0.3460 4.2488 -4.7165
C9 1.0893 -2.9902 -0.4493
H14 -8.7203 -1.8143 -2.0683
C10 2.3957 -3.6888 0.0231
H15 -1.4574 -1.7037 0.9476
H16 2.9271 4.1477 -0.6655
C11 -8.4977 -1.0351 -1.3402
H17 4.1883 3.3020 1.2279
C12 1.5364 2.8987 2.0752
C13 -0.4273 2.3473 -4.1039
C14 0.1976 -3.8945 -1.3361
C15 0.2526 3.6560 -3.8072
C16 3.7374 0.0264 2.4272
O2 5.5780 1.5980 4.2512
H18 -4.5696 1.9735 0.7092
H19 0.5026 -2.7611 0.4488
H20 0.7798 5.3454 1.1436
H21 4.5030 -3.4524 -0.4780
C17 -3.0051 -0.8872 -0.3771
H22 -3.5937 -1.2608 -1.2250
H23 -9.4089 -0.8074 -0.7916
N4 3.6991 4.0492 1.7150
H24 1.2489 3.5005 -3.3983
H25 1.5112 3.1424 3.1402
H26 1.3014 -2.0866 -1.0219
O3 5.3343 -0.1544 5.5786
C18 5.2775 0.3952 4.4555
C19 -1.1406 -3.1465 -1.5513
C20 4.0483 -1.9922 1.0652
C21 -4.3857 1.2732 -0.1164
H27 0.0952 1.8287 -4.9070
H28 1.0156 1.0888 0.1164
H29 2.2618 -4.0761 1.0375
H30 -3.5992 1.6941 -0.7499
H31 -1.5977 -3.4346 -2.5073
Cl3 -0.4063 1.2733 -2.6815
Cl4 -7.3239 -1.7227 -0.1943
H32 -1.4618 2.4913 -4.4081
H33 6.2145 -2.0033 3.6542
C22 2.2308 1.5508 1.8713
H34 -6.9996 -0.0132 -2.5162
H35 2.2678 5.9895 1.0244
H36 0.0326 -4.8546 -0.8329
H37 4.0774 4.9042 1.3073
N5 1.7057 5.3312 1.5601
H38 -8.6640 0.4849 -2.8304
C23 -7.9642 0.1836 -2.0519
H39 -2.2060 -0.2006 -0.6761
C24 -3.9898 -0.0936 0.5157
H40 -4.9200 -0.6466 0.6625
C25 5.0251 -2.3953 1.9042

Cartesian forces (eV/Å) of the 2 atoms listed first:
0.603 0.224 -0.113
-0.428 -0.204 -0.207

HOMO, eV: -3.84
Frontier orbital gap, eV: 5.56
Energy, eV: -90258.7350
LUMO energy, eV: 1.7
Total charge: -1

Question: What is the formula in the second record?
Answer: C25H40Br2F3N2O21PS8Si

Question: Among the records above, which one has the highest LUMO energy?
Answer: C25H40BF2O8Si